Record 1
165
Properties=species:S:1:pos:R:3:forces:R:3 method="wB97M-V/def2-TZVPD" multiplicity=1 e_above_lowest_kcal_mol=428.72 energy_ha=-4313.2090 e_lumo_ev=1.363 charge=-1
C -28.3822 2.8590 -14.1880 0.5 0.1 -0.9
C -28.9106 1.4434 -13.7352 -0.6 0.4 -1.0
C -30.1237 1.7110 -12.7870 0.7 -1.1 1.0
C -31.0057 0.4504 -12.5995 -0.7 0.6 -0.9
C -31.4596 -0.0713 -13.9593 1.1 0.7 -0.6
C -30.2967 -0.4195 -14.9516 -0.4 1.0 -0.4
N -29.3784 0.7234 -14.9912 0.5 1.7 -0.1
O -28.2903 0.6470 -15.9425 -1.1 -0.6 0.9
C -31.0854 -0.4976 -16.3371 0.2 -1.9 0.4
C -29.6142 -1.7108 -14.5335 0.8 -0.6 -0.3
C -27.8044 0.7018 -13.0082 1.3 -1.4 0.8
H -28.9063 3.7166 -13.7660 -0.1 -0.1 0.5
H -28.3877 3.0557 -15.2600 -0.8 -0.8 -0.3
H -27.3106 3.0282 -14.0823 0.2 -0.3 0.9
H -30.5212 2.7044 -12.9950 -0.9 -0.5 -0.4
H -29.8000 1.7890 -11.7491 0.9 0.7 0.1
H -31.9100 0.6410 -12.0215 -0.1 0.5 0.1
H -30.4600 -0.2232 -11.9388 0.3 -0.5 -0.5
H -31.8616 0.7879 -14.4962 -0.5 0.3 0.3
H -32.2641 -0.8067 -13.9613 0.3 -0.4 0.2
H -31.8795 -1.2244 -16.1660 -0.6 -0.1 0.4
H -30.6332 -1.0439 -17.1649 1.0 0.5 0.0
H -31.6012 0.3680 -16.7528 0.5 0.5 0.5
H -28.8161 -2.0434 -15.1973 -0.2 0.2 -0.7
H -30.2805 -2.5629 -14.3995 -0.3 0.0 0.1
H -29.0150 -1.5544 -13.6365 -0.5 0.1 0.4
H -27.0908 1.2239 -12.3708 -0.3 1.1 -0.1
H -27.1222 0.1393 -13.6457 -0.3 0.2 -0.8
H -28.1084 -0.0717 -12.3029 -0.9 -0.2 0.0
C -29.7211 3.1418 -20.9507 -3.1 2.1 2.6
O -29.8469 3.5028 -22.0580 -0.8 4.2 -4.8
N -30.2334 3.6062 -19.7876 -1.0 3.1 1.7
N -29.3512 1.9710 -20.7787 3.7 -8.0 1.2
H -30.1691 3.1087 -18.9110 0.1 0.0 -0.4
H -30.7952 4.4446 -19.7467 0.4 -0.1 -0.2
H -29.1574 1.6215 -19.8512 0.1 -0.7 -0.5
H -29.3357 1.4655 -21.6530 0.7 -0.6 0.7
C -30.6667 9.0179 -11.8408 -2.0 -2.0 0.5
O -31.6177 8.4666 -11.3598 -2.0 -1.0 0.9
N -30.2961 8.8789 -13.0905 1.0 0.2 -2.5
N -29.8630 9.7571 -11.1480 2.9 3.0 2.3
H -29.6589 9.6235 -13.3348 -0.2 -0.7 -1.4
H -30.8158 8.2546 -13.6907 0.3 0.6 -0.1
H -29.0098 10.0670 -11.5909 0.0 0.0 0.7
H -30.0000 9.8671 -10.1534 0.1 0.0 -0.4
C -29.0462 -4.8006 -8.2994 -0.1 1.3 2.2
O -29.1614 -3.8699 -7.4904 0.5 -0.3 0.0
N -29.5883 -4.7419 -9.4826 -1.3 0.3 -2.8
N -28.3980 -5.9354 -8.0347 0.9 -1.0 1.0
H -29.9017 -3.8242 -9.7650 -0.2 -0.5 -0.2
H -29.6605 -5.5653 -10.0631 0.0 0.5 -0.2
H -28.3677 -6.7092 -8.6831 0.2 0.1 0.3
H -28.0519 -5.9910 -7.0875 0.0 -0.4 -0.4
C -23.4605 -4.1697 -10.9392 -1.4 -2.9 0.0
O -23.3958 -5.3824 -10.9059 1.0 -1.3 0.2
N -22.7948 -3.3802 -11.7126 3.3 2.0 -3.0
N -24.3956 -3.5215 -10.3066 -2.6 2.0 2.4
H -23.0979 -2.4261 -11.8469 0.4 -0.3 -0.2
H -22.1674 -3.8065 -12.3794 -0.2 0.3 0.1
H -24.8944 -3.9995 -9.5698 0.0 0.4 -0.2
H -24.3564 -2.5161 -10.3944 -0.6 -0.2 0.8
C -28.7318 -7.3092 -19.8381 0.0 -2.1 -0.8
O -27.9250 -7.5379 -18.9694 0.6 1.0 1.2
N -29.0243 -8.2438 -20.7479 0.0 -3.0 -2.0
N -29.4695 -6.2580 -20.1030 -0.9 3.9 1.7
H -28.5056 -9.1062 -20.6624 -0.2 0.1 0.0
H -29.9573 -8.3354 -21.1237 0.3 0.1 0.1
H -30.0242 -6.0688 -20.9256 0.4 -0.3 0.2
H -29.4250 -5.5574 -19.3768 -0.3 0.3 -0.4
C -23.9547 -3.1079 -19.0530 1.7 -1.2 -0.7
O -23.4225 -4.1176 -19.4643 -0.3 -1.3 -0.5
N -23.2453 -2.0318 -18.8208 3.2 2.5 0.4
N -25.1838 -2.8372 -18.7533 -4.5 -0.3 0.6
H -23.6787 -1.1570 -18.5620 0.8 -0.1 -0.1
H -22.2533 -2.2009 -18.9075 -0.1 0.8 0.2
H -25.2821 -2.0076 -18.1856 -1.0 -0.5 -0.1
H -25.9430 -3.4832 -18.9156 0.2 0.2 0.3
C -35.9635 3.3701 -8.4762 -5.4 -4.6 -4.3
O -36.4494 3.2103 -9.5556 -1.0 0.4 -4.6
N -36.3824 2.5905 -7.5587 -1.6 -3.2 6.4
N -35.0651 4.1184 -8.1654 8.5 7.7 2.9
H -36.9804 1.7877 -7.6924 0.2 0.6 -0.2
H -35.9758 2.7669 -6.6512 -0.5 -0.9 0.2
H -34.4859 4.6160 -8.8264 -0.5 0.0 0.0
H -34.8235 4.2409 -7.1924 0.3 0.0 -0.4
C -39.2358 -0.9588 -12.5752 -1.5 -1.5 -3.3
O -39.6206 -2.0070 -13.0759 -0.8 -0.2 -0.6
N -39.3912 0.2596 -13.0769 -0.8 1.4 -1.5
N -38.5513 -0.9472 -11.5087 3.2 -0.3 5.7
H -39.7236 0.2893 -14.0302 0.1 0.6 0.3
H -39.0672 1.0414 -12.5255 -0.3 0.1 -0.8
H -38.0145 -0.1358 -11.2375 -0.1 -0.4 0.3
H -38.5618 -1.7806 -10.9382 0.3 0.3 -0.2
C -37.9022 3.7438 -18.5919 -4.4 1.0 0.0
O -38.8602 3.3019 -19.1619 -2.6 -0.9 -1.7
N -36.8814 3.0440 -18.4095 5.6 -4.5 -0.1
N -37.9095 4.8720 -17.9412 0.6 3.9 1.6
H -37.1311 2.1252 -18.7467 1.3 -0.4 0.1
H -36.0836 3.2567 -17.8277 -0.4 -0.3 -0.1
H -36.9949 5.2892 -18.0388 -0.5 1.1 0.7
H -38.7709 5.3913 -17.8498 0.5 0.2 -0.5
C -32.8972 -2.0809 -23.9644 3.0 -3.8 4.6
O -32.2800 -3.0782 -23.5608 -0.1 0.1 -1.2
N -33.6995 -1.9936 -24.9477 -3.9 0.2 -5.6
N -32.9151 -1.0021 -23.2231 -0.2 3.7 1.4
H -33.8095 -2.6534 -25.7044 0.5 -0.2 0.5
H -34.4415 -1.3090 -24.9167 0.3 -0.2 -0.1
H -32.7872 -1.0138 -22.2213 0.2 -0.1 -0.4
H -33.3667 -0.2183 -23.6723 0.2 0.3 0.9
C -28.6020 1.5769 -6.6692 2.0 2.7 -0.8
O -28.6066 2.7954 -6.8760 0.0 -0.7 0.6
N -29.6456 0.8464 -6.5163 -6.0 -1.6 0.4
N -27.5213 0.8093 -6.5825 2.8 -0.5 0.2
H -29.7144 -0.1519 -6.3794 0.5 0.3 0.0
H -30.5306 1.3306 -6.5644 0.1 -0.2 -0.2
H -26.6463 1.2796 -6.4002 0.0 -0.5 -0.5
H -27.6171 -0.1715 -6.8037 0.6 0.3 0.3
C -34.5917 -6.1952 -12.2439 1.6 -3.6 -3.0
O -34.8184 -7.4070 -12.1951 -1.1 0.7 1.2
N -34.5774 -5.3000 -11.3072 -1.2 1.8 3.8
N -34.0313 -5.7396 -13.3713 0.5 1.2 -2.3
H -34.4672 -4.3186 -11.5190 -0.1 -0.3 0.1
H -35.1455 -5.5532 -10.5115 0.3 0.4 0.2
H -33.8734 -4.7493 -13.4918 0.0 -0.2 -0.3
H -34.1611 -6.2992 -14.2020 0.1 0.2 0.3
C -21.1943 2.5208 -15.9095 1.0 -0.1 2.4
O -20.1389 2.0715 -15.5804 3.3 -2.0 0.3
N -21.3301 3.3184 -16.9005 0.7 2.5 -4.9
N -22.2168 2.4749 -15.1343 -4.5 -0.6 2.6
H -20.3947 3.4975 -17.2369 -0.6 0.6 -0.9
H -22.1591 3.8331 -17.1612 0.5 -0.1 0.0
H -23.0014 3.0457 -15.4150 -0.2 -0.5 0.8
H -22.1263 2.0682 -14.2143 -0.3 0.1 -0.3
C -38.3777 -2.9903 -19.1656 -0.8 -0.6 1.2
O -37.5855 -2.1455 -19.1073 4.7 4.9 -0.4
N -38.7187 -3.6484 -18.1075 -1.5 -3.1 4.5
N -39.0172 -3.3498 -20.2201 -2.7 -1.2 -4.9
H -39.5575 -4.2102 -18.0777 0.4 0.1 0.2
H -38.2122 -3.4993 -17.2465 -0.2 0.1 -0.3
H -39.0446 -2.6848 -20.9798 0.0 -0.3 0.1
H -39.7637 -4.0250 -20.1362 0.2 0.3 -0.4
C -22.0121 2.5932 -9.2726 -1.6 0.7 -5.8
O -22.1337 1.6572 -10.0572 -0.1 -0.3 0.5
N -21.5170 2.5684 -8.1208 3.1 -2.1 7.1
N -22.3040 3.8611 -9.6334 -1.0 1.0 -1.0
H -21.1619 1.6768 -7.8058 -0.1 0.1 0.1
H -21.5747 3.2786 -7.4050 -0.2 0.0 -0.5
H -22.6748 3.9347 -10.5700 0.2 0.6 0.3
H -21.9348 4.6272 -9.0885 -0.3 0.0 -0.7
C -28.0835 -8.1029 -13.0751 1.0 -1.1 0.2
O -28.3373 -8.5247 -11.9895 -1.0 -0.6 3.4
N -28.9108 -8.0957 -14.0590 -4.4 0.0 -3.8
N -26.8736 -7.7974 -13.4539 4.1 1.4 -0.1
H -28.6550 -7.8455 -15.0035 0.0 -0.1 0.3
H -29.7998 -8.5614 -13.9460 0.2 0.3 0.1
H -26.6466 -7.4464 -14.3733 0.0 0.0 0.4
H -26.2093 -7.7106 -12.6981 0.2 0.1 -0.4
C -25.2415 8.2834 -18.6480 5.6 0.1 3.3
O -24.0974 8.0253 -18.2529 -0.5 -1.4 0.3
N -25.3839 9.0323 -19.6651 -1.4 3.0 -5.8
N -26.3459 8.1875 -17.9772 -4.8 -1.0 2.8
H -24.6797 9.1262 -20.3829 -0.2 -0.1 0.3
H -26.3044 9.4316 -19.7807 0.6 0.1 -0.8
H -26.4528 8.2401 -16.9742 0.8 -0.5 -0.2
H -27.1704 8.5598 -18.4263 0.0 -0.3 0.2



Record 2
34
Properties=species:S:1:pos:R:3:forces:R:3 method="wB97M-V/def2-TZVPD" smiles="NC[C@@H](O)C[SiH2]CB(O)O.CC(C)=O" multiplicity=1 energy_ha=-948.8280 e_lumo_ev=0.350
N -3.7167 -0.9643 -0.6381 0.5 0.3 0.2
C -2.6149 -0.3140 -1.3913 -0.4 -0.2 0.1
C -1.2778 -1.1386 -1.3224 -0.3 1.8 0.1
O -0.6105 -1.0351 -2.5803 0.2 -0.5 0.4
C -0.4334 -0.4978 -0.1529 -0.6 -0.7 0.1
Si 0.7039 -1.7321 0.7422 0.2 0.2 -0.5
C 1.7497 -2.8269 -0.4180 0.9 -0.1 -0.1
B 3.2832 -2.4034 -0.1905 0.5 0.2 0.0
O 4.0429 -1.7277 -1.1828 -1.2 -0.6 0.7
O 3.9411 -2.6502 1.0552 -1.0 0.0 -1.2
H -3.3168 -1.5121 0.1208 0.0 0.0 -0.1
H -4.2173 -0.2177 -0.1651 -0.2 -0.2 -0.1
H -2.9533 -0.1682 -2.4394 0.3 -0.3 0.4
H -2.4690 0.7066 -0.9658 0.4 -0.5 -0.4
H -1.4648 -2.2144 -1.1585 -0.1 0.4 0.0
H -0.8533 -0.1913 -2.9600 0.1 0.2 -0.2
H -1.1911 -0.1586 0.5937 0.6 -0.2 -0.2
H 0.0843 0.4283 -0.4811 -0.2 -0.6 -0.1
H 1.6268 -0.9209 1.5740 0.0 -0.1 0.1
H -0.0927 -2.6176 1.6162 -0.1 0.1 0.0
H 1.6713 -3.8991 -0.1254 -0.1 0.7 0.1
H 1.4614 -2.7787 -1.4845 0.1 0.3 0.5
H 4.6317 -2.3336 -1.6311 0.4 0.1 -0.2
H 4.4351 -3.4674 0.9939 0.3 -0.2 0.3
C 0.8998 3.1937 1.8128 0.0 -0.2 0.3
C -0.5989 3.1687 1.6666 -0.1 -0.1 0.2
O -1.3001 2.5896 2.4650 0.0 0.0 -0.1
C -1.1913 3.8931 0.4858 -0.3 -0.1 0.0
H 1.1842 2.6336 2.7024 0.0 0.0 0.0
H 1.3650 2.7289 0.9414 0.1 0.2 -0.1
H 1.2498 4.2218 1.9209 0.1 0.0 -0.2
H -0.8161 3.4600 -0.4435 0.1 0.2 0.0
H -0.9364 4.9532 0.5325 0.1 0.0 -0.2
H -2.2757 3.7921 0.5072 0.0 0.0 0.0